[1]
{
  "formula": "C22H67ClO33P7",
  "method": "ωB97M-V with the def2-TZVPD basis set",
  "elements": ["Cl", "O", "O", "O", "O", "C", "O", "P", "O", "O", "C", "O", "C", "H", "H", "H", "H", "H", "H", "H", "H", "H", "C", "O", "P", "O", "O", "C", "O", "C", "H", "H", "H", "H", "H", "H", "H", "H", "H", "C", "O", "P", "O", "O", "C", "O", "C", "H", "H", "H", "H", "H", "H", "H", "H", "H", "C", "O", "P", "O", "O", "C", "O", "C", "H", "H", "H", "H", "H", "H", "H", "H", "H", "C", "O", "P", "O", "O", "C", "O", "C", "H", "H", "H", "H", "H", "H", "H", "H", "H", "C", "O", "P", "O", "O", "C", "O", "C", "H", "H", "H", "H", "H", "H", "H", "H", "H", "C", "O", "P", "O", "O", "C", "O", "C", "H", "H", "H", "H", "H", "H", "H", "H", "H", "C", "O", "H", "H", "H", "H"],
  "xyz": [[-14.02808, -22.69634, -1.98726], [-12.89465, -22.04736, -1.34111], [-14.65462, -23.59506, -1.10528], [-14.81835, -21.57577, -2.34432], [-13.67956, -23.33079, -3.26500], [-14.94026, -15.16642, -1.80805], [-16.04091, -15.98475, -1.38164], [-16.35780, -16.29566, 0.21401], [-15.50137, -15.48954, 1.15291], [-17.98041, -15.97051, 0.37329], [-18.60730, -14.96702, -0.35317], [-16.26814, -17.94885, 0.21511], [-15.07471, -18.48875, -0.25782], [-14.13670, -15.90135, -1.85553], [-14.53779, -14.41204, -1.13201], [-15.12468, -14.63799, -2.74340], [-18.23245, -14.08167, 0.16039], [-19.69280, -14.87915, -0.30767], [-18.20996, -14.83324, -1.35931], [-15.16681, -18.99497, -1.21874], [-14.69778, -19.29335, 0.37356], [-14.22754, -17.80390, -0.22087], [-11.06528, -17.37248, 4.00703], [-11.70480, -18.21137, 3.10070], [-12.67900, -19.38871, 3.67683], [-11.93256, -20.33078, 4.62155], [-13.95972, -18.54762, 4.26753], [-14.62089, -17.55436, 3.49137], [-13.19582, -20.09656, 2.28928], [-13.10900, -21.45137, 2.07051], [-10.01907, -17.65397, 3.88735], [-11.31564, -17.60439, 5.04223], [-11.10641, -16.31988, 3.72700], [-15.69246, -17.75378, 3.50012], [-14.23632, -17.66290, 2.47727], [-14.52099, -16.51996, 3.82023], [-13.27302, -22.00700, 2.99381], [-12.25493, -21.84274, 1.51780], [-13.88615, -21.83431, 1.40908], [-10.61836, -26.06424, -10.40213], [-11.03220, -25.17017, -9.44898], [-10.45176, -25.12109, -7.92222], [-9.93518, -26.33683, -7.37172], [-9.36755, -23.89898, -7.90311], [-7.93150, -24.12754, -8.01428], [-11.78166, -24.61953, -7.13305], [-11.80397, -24.61502, -5.72080], [-10.16927, -25.49666, -11.21716], [-11.46358, -26.58235, -10.85520], [-9.84275, -26.79553, -10.17469], [-7.55400, -24.04452, -9.03345], [-7.75597, -25.17136, -7.75405], [-7.45873, -23.42893, -7.32398], [-11.00377, -25.01473, -5.09789], [-12.77876, -24.97858, -5.39570], [-11.75845, -23.53982, -5.54767], [-12.38960, -25.65450, 0.35711], [-11.42255, -26.26798, 1.20035], [-10.46550, -25.42366, 2.22378], [-11.23719, -25.00318, 3.39405], [-9.21035, -26.45540, 2.59199], [-9.19466, -27.84271, 2.32750], [-9.79384, -24.21942, 1.31057], [-9.30079, -23.08659, 1.90117], [-13.31672, -26.22771, 0.36056], [-12.13385, -25.79558, -0.69304], [-12.56912, -24.59688, 0.55024], [-8.21333, -28.09851, 1.92792], [-9.76116, -27.90485, 1.39836], [-9.45171, -28.45590, 3.19124], [-9.12444, -22.33672, 1.13001], [-8.27744, -23.27391, 2.22633], [-10.07999, -22.67542, 2.54296], [-12.02137, -15.70494, 0.46455], [-12.11408, -16.26222, -0.82688], [-10.97695, -16.55514, -1.90137], [-10.14491, -15.40556, -2.16405], [-11.76752, -17.11216, -3.12869], [-11.04926, -17.25306, -4.36095], [-10.26041, -17.93032, -1.27989], [-10.94737, -19.14633, -1.12782], [-12.64692, -14.82055, 0.58564], [-11.02594, -15.44107, 0.82175], [-12.43062, -16.47086, 1.12331], [-10.23070, -16.53539, -4.41595], [-11.57546, -16.98848, -5.27812], [-10.67238, -18.23687, -4.64056], [-11.97842, -18.94477, -0.83729], [-10.72541, -19.79648, -0.28156], [-10.99861, -19.90528, -1.90850], [-15.98377, -18.59351, -8.01254], [-16.43789, -17.47349, -7.30045], [-16.41613, -17.20231, -5.66067], [-15.13823, -16.83352, -5.03810], [-17.09225, -18.56035, -5.03671], [-16.33782, -19.61850, -4.54662], [-17.72448, -16.17236, -5.43695], [-17.96725, -15.74860, -4.12694], [-15.52679, -19.39741, -7.43545], [-15.34110, -18.26202, -8.82814], [-16.87236, -18.99478, -8.49988], [-17.02658, -20.19307, -3.92729], [-15.45182, -19.22726, -4.04661], [-16.07345, -20.32456, -5.33383], [-18.98215, -15.44714, -3.86768], [-17.62232, -14.71468, -4.11520], [-17.48692, -16.24187, -3.28192], [-17.34444, -21.22259, 0.14160], [-18.32093, -21.07175, -0.82407], [-19.84288, -21.02193, -0.34494], [-20.30219, -22.07585, 0.61163], [-20.68163, -21.04503, -1.69640], [-20.07501, -20.53639, -2.87241], [-19.99196, -19.44304, 0.14467], [-19.57383, -18.29419, -0.58841], [-17.39749, -20.61171, 1.04278], [-16.42360, -20.90824, -0.34965], [-17.16256, -22.27672, 0.35097], [-19.05443, -20.15519, -2.83778], [-20.70050, -19.71128, -3.21307], [-20.06924, -21.28995, -3.65994], [-19.85230, -17.44600, 0.03698], [-20.06321, -18.11852, -1.54640], [-18.49811, -18.43224, -0.69743], [-12.19339, -20.52302, -5.36725], [-13.29874, -21.29666, -5.74070], [-11.74791, -19.80539, -6.05620], [-12.57903, -19.90051, -4.55986], [-11.36498, -21.19335, -5.13814], [-13.48600, -21.84065, -4.97219]],
  "e_tot_ev": -169011.054,
  "e_homo_ev": [-10.7, -10.7],
  "lumo_energy_ev": [-0.018, -6.571],
  "s2": 0.76,
  "gap_ha": [0.3916, 0.1508],
  "spin_multiplicity": 2
}

=====

[2]
{
  "formula": "C22H68O18",
  "method": "ωB97M-V with the def2-TZVPD basis set",
  "elements": ["C", "O", "H", "H", "H", "H", "C", "O", "H", "H", "H", "H", "C", "C", "O", "O", "H", "H", "H", "H", "H", "H", "C", "C", "O", "O", "H", "H", "H", "H", "H", "H", "C", "C", "O", "O", "H", "H", "H", "H", "H", "H", "C", "C", "O", "O", "H", "H", "H", "H", "H", "H", "C", "C", "O", "O", "H", "H", "H", "H", "H", "H", "C", "C", "O", "O", "H", "H", "H", "H", "H", "H", "C", "C", "O", "H", "H", "H", "H", "H", "H", "C", "C", "O", "H", "H", "H", "H", "H", "H", "C", "C", "O", "H", "H", "H", "H", "H", "H", "C", "C", "O", "H", "H", "H", "H", "H", "H"],
  "xyz": [[4.70036, -1.75555, -1.43100], [3.50896, -1.34013, -0.76155], [4.93427, -1.06644, -2.23866], [5.52150, -1.89033, -0.72578], [4.53159, -2.75360, -1.84777], [3.63539, -1.24884, 0.19774], [1.48626, -2.05817, -3.37936], [2.11752, -0.84514, -3.04192], [2.21290, -2.84239, -3.60420], [0.81889, -2.39286, -2.57243], [0.78340, -1.96681, -4.20972], [2.62942, -0.98649, -2.21699], [3.15235, 1.87989, -1.08126], [3.13770, 3.20811, -0.34520], [1.99399, 3.42692, 0.45670], [2.19082, 1.89761, -2.10885], [2.93075, 1.09925, -0.33977], [4.17899, 1.64204, -1.38735], [3.17695, 4.01202, -1.08209], [4.04673, 3.28704, 0.26261], [1.96144, 2.76945, 1.16928], [2.09379, 0.99235, -2.45551], [-0.92570, 4.99742, -1.24349], [-0.96235, 4.20812, -2.53914], [-0.54961, 5.02330, -3.60953], [0.38050, 5.31770, -0.82310], [-1.49818, 4.52012, -0.44104], [-1.45236, 5.93190, -1.46570], [-1.95907, 3.77164, -2.69862], [-0.31865, 3.31998, -2.45527], [-0.43084, 4.52240, -4.41836], [0.78236, 4.47973, -0.53338], [-3.65295, -1.84191, -3.24459], [-3.57036, -1.88938, -4.75892], [-4.57505, -1.09899, -5.37158], [-3.18796, -0.59804, -2.70486], [-2.99875, -2.60815, -2.82147], [-4.65877, -2.02124, -2.85497], [-3.66381, -2.91437, -5.10918], [-2.56771, -1.53136, -5.01925], [-4.47871, -0.17912, -5.11179], [-3.84728, 0.07850, -2.89396], [0.67645, 1.61259, 3.57737], [0.29887, 3.09146, 3.63883], [1.34469, 3.90025, 4.15622], [1.70261, 1.44043, 2.59883], [-0.22351, 1.05532, 3.28943], [0.95348, 1.26830, 4.57998], [-0.55725, 3.15157, 4.31080], [0.04582, 3.43415, 2.63206], [2.17018, 3.51034, 3.84338], [1.87352, 0.47735, 2.65154], [3.80690, -1.98223, 2.63052], [2.84703, -1.91332, 3.80488], [1.59311, -1.44771, 3.34256], [3.85499, -0.76008, 1.91712], [3.42583, -2.74197, 1.94771], [4.77587, -2.30573, 3.01790], [3.25179, -1.21331, 4.55287], [2.73129, -2.86694, 4.33032], [0.97334, -1.39808, 4.10501], [4.49752, -0.16348, 2.31625], [-5.18086, -0.67705, 1.47991], [-4.95332, 0.82846, 1.49948], [-3.61035, 1.15346, 1.77564], [-4.59725, -1.26298, 0.31813], [-6.25457, -0.89760, 1.50384], [-4.70594, -1.14994, 2.33734], [-5.57555, 1.31793, 2.24838], [-5.19522, 1.21303, 0.49862], [-3.03683, 0.97297, 0.99712], [-5.07074, -0.92969, -0.44868], [1.68281, -4.97576, 1.36695], [0.66121, -3.89662, 1.01784], [-0.21645, -4.46103, 0.06910], [2.43476, -4.63875, 2.08385], [2.20972, -5.29369, 0.46142], [1.26510, -5.90851, 1.75176], [1.25133, -3.01872, 0.73233], [0.14582, -3.62246, 1.94365], [-1.09497, -4.08299, 0.16917], [-1.55281, -1.79795, 4.41395], [-1.09517, -1.59961, 5.85436], [0.30556, -1.24752, 5.81680], [-1.29138, -0.87891, 3.89094], [-2.62450, -1.97049, 4.34295], [-1.05645, -2.65641, 3.96423], [-1.14967, -2.51985, 6.44083], [-1.72380, -0.83643, 6.31596], [0.66185, -1.19100, 6.70707], [-0.08658, -0.34268, 0.46989], [-0.49373, 0.94401, -0.25985], [-1.91672, 0.89713, -0.43865], [-0.50930, -0.48880, 1.46239], [1.00663, -0.32742, 0.57122], [-0.31097, -1.21123, -0.15578], [0.06650, 0.93473, -1.19666], [-0.27354, 1.82669, 0.33651], [-2.08715, 0.21776, -1.10925], [-1.72366, 1.66593, -5.07075], [-0.59400, 0.79537, -4.55736], [0.59040, 1.24023, -5.22342], [-2.67430, 1.48563, -4.55983], [-1.86261, 1.53066, -6.14205], [-1.54010, 2.72179, -4.86979], [-0.81167, -0.24708, -4.81522], [-0.40310, 0.94671, -3.48963], [1.34033, 0.73355, -4.88701]],
  "smiles": "OCCO.OCCO.OCCO.OCCO.OCCO.OCCO.CCO.CCO.CCO.CCO.CO.CO",
  "e_tot_ev": -60767.922,
  "e_homo_ev": -9.1,
  "lumo_energy_ev": -0.026,
  "relative_energy_kcal_mol": 4.9,
  "gap_ha": 0.3328
}

=====

Number 2 is which compound?
C22H68O18